[1]
2 unconnected molecules or ions with the total composition C14H32N3O2, computed with ωB97M-V with the def2-TZVPD basis set.

E_LUMO, eV: -2.855
Strongest force on any atom, eV Å⁻¹: 1.12
Kohn-Sham gap, eV: 9.196
Total charge: +1

Each line ends with the Löwdin charge.
Positions of all 51 atoms, in Å:
1 H -1.947 -0.553 -0.192  0.103
2 H -4.564 0.837 0.041  0.093
3 H 2.003 -0.624 0.175  0.098
4 H -2.038 0.097 2.582  0.117
5 H 0.998 -0.991 -1.935  0.106
6 C 4.067 1.046 -1.627  -0.122
7 H 1.931 -1.162 2.549  0.057
8 H 3.436 1.026 -2.516  0.126
9 H 4.816 1.826 -1.714  0.130
10 H -6.007 2.737 -0.596  0.085
11 H 2.093 -2.460 3.759  0.092
12 H -3.025 2.803 -1.248  0.134
13 C -1.035 -0.277 2.367  -0.152
14 N 4.702 -0.306 -1.525  0.076
15 H -1.017 1.387 0.993  0.111
16 C 3.567 -1.016 -1.058  -0.365
17 H 0.544 0.567 1.165  0.081
18 H 1.928 -3.661 -2.081  0.128
19 C -5.059 3.260 -0.746  -0.058
20 H -5.228 0.993 -2.344  0.085
21 O -3.743 1.326 -0.097  -0.071
22 H 3.598 1.622 0.465  0.125
23 C -0.131 -1.765 -0.238  -0.198
24 H -0.861 -2.574 -0.199  0.122
25 H -5.208 4.014 -1.519  0.084
26 C 1.803 -1.420 3.611  -0.114
27 H 0.499 -1.901 0.653  0.092
28 C 0.703 -1.958 -1.519  -0.173
29 C -0.867 -0.409 -0.168  -0.201
30 C 3.147 1.120 -0.391  -0.098
31 H -4.432 2.274 -3.263  0.083
32 H -0.631 0.166 -1.071  0.106
33 H 5.337 -0.262 -0.725  0.144
34 C -0.541 0.410 1.080  -0.204
35 C -4.301 1.563 -2.447  -0.059
36 C -0.156 -0.077 3.609  -0.213
37 H 3.928 -2.611 -2.138  0.175
38 H 2.474 -0.782 4.198  0.094
39 N 3.221 -2.160 -1.570  0.147
40 H -4.799 3.761 0.185  0.081
41 H 2.206 1.619 -0.619  0.124
42 H 1.955 -3.339 -0.365  0.132
43 H -0.753 0.276 4.450  0.124
44 H 0.615 0.681 3.412  0.117
45 N 2.919 -0.324 -0.134  0.147
46 O 0.466 -1.284 4.026  -0.184
47 H -1.144 -1.353 2.213  0.116
48 C -3.975 2.274 -1.144  -0.501
49 C 1.941 -2.859 -1.348  -0.115
50 H 0.071 -2.420 -2.277  0.121
51 H -3.506 0.867 -2.717  0.072


[2]
2 unconnected molecules or ions with the total composition C3H5NO2, computed with ωB97M-V with the def2-TZVPD basis set.

E_LUMO, eV: 0.969
Strongest force on any atom, eV Å⁻¹: 1.49
Kohn-Sham gap, eV: 11.115

Each line ends with the Löwdin charge.
Positions of all 11 atoms, in Å:
1 C -0.834 -0.380 -0.331  -0.246
2 C -0.525 0.980 0.226  -0.282
3 H -1.462 1.410 0.608  0.119
4 H -0.954 -2.249 -0.137  0.053
5 H -1.257 -0.385 -1.345  0.121
6 H 0.796 2.237 -0.456  0.085
7 O 2.521 -1.968 0.501  0.031
8 N -0.663 -1.419 0.379  0.082
9 H 0.161 0.866 1.072  0.102
10 C 2.212 -0.898 0.276  0.010
11 O 0.005 1.805 -0.793  -0.075


[3]
A molecular structure, C3H4I2, computed with ωB97M-V with the def2-TZVPD basis set.

E_LUMO, eV: 0.273
Strongest force on any atom, eV Å⁻¹: 5.49
Kohn-Sham gap, eV: 8.779

Each line ends with the Löwdin charge.
Positions of all 9 atoms, in Å:
1 C -0.006 0.869 0.012  -0.336
2 C -0.692 -0.355 -0.672  -0.669
3 I 2.641 -0.962 0.002  0.725
4 H 0.427 1.431 -0.788  0.083
5 H 0.606 -0.576 1.686  0.026
6 C 0.704 -0.362 0.636  -0.675
7 H -0.520 1.418 0.786  0.086
8 H -0.578 -0.493 -1.716  0.021
9 I -2.581 -0.970 0.054  0.740


[4]
A single C23H14Cl2N4O6S molecule, computed with ωB97M-V with the def2-TZVPD basis set.

E_LUMO, eV: -0.734
Structure (SMILES): O=c1cnn(-c2cc(Cl)c(Oc3ccc(O)c(S(=O)(=O)n4ccc5ccccc54)c3)c(Cl)c2)c(=O)[nH]1
Strongest force on any atom, eV Å⁻¹: 3.53
Kohn-Sham gap, eV: 8.072

Each line ends with the Löwdin charge.
Positions of all 50 atoms, in Å:
1 C -1.855 1.432 -1.555  -0.287
2 H -1.070 1.205 5.565  0.170
3 C -1.275 2.133 1.187  -0.171
4 C 1.259 -1.545 0.142  -0.204
5 O 2.427 -3.188 -2.409  -0.287
6 H 2.953 0.753 1.856  0.117
7 C -2.114 0.510 -0.518  -0.506
8 H -1.220 -3.656 1.165  0.108
9 H 3.616 0.632 -0.718  0.137
10 C -0.297 -2.110 2.429  -0.075
11 C -1.384 1.797 3.639  -0.431
12 O -2.433 1.195 3.644  0.100
13 C -1.193 0.111 -3.436  -0.261
14 H 0.173 -3.176 -0.783  0.100
15 O -2.013 1.086 -2.898  -0.011
16 C 2.515 0.117 1.083  -0.017
17 H -0.708 4.045 0.335  0.113
18 C -1.127 3.052 0.158  -0.031
19 C 1.444 -0.819 1.315  -0.192
20 S 2.303 -1.728 -2.424  0.831
21 C 0.502 2.385 4.920  -0.453
22 C -0.972 -1.868 -4.822  0.015
23 C 0.052 -0.185 -2.898  0.007
24 H 0.445 0.520 -2.131  0.146
25 H 1.426 -3.635 -3.795  0.059
26 C 0.242 -2.552 0.092  -0.035
27 C -0.502 -2.836 1.235  -0.111
28 O 3.422 -1.098 -3.163  -0.281
29 C -1.657 -0.727 -4.464  0.023
30 H -1.408 -2.506 -5.602  0.138
31 C 2.852 0.013 -0.220  -0.081
32 Cl -2.635 -1.152 -0.770  0.767
33 N 0.371 3.133 2.608  0.139
34 O 1.108 2.341 5.967  0.084
35 H -0.931 -2.313 3.297  0.106
36 O 0.765 -3.412 -4.465  0.072
37 N -0.797 2.415 2.485  0.019
38 Cl -1.229 3.954 -2.422  0.713
39 C 1.013 3.162 3.768  0.007
40 H -2.636 -0.528 -4.864  0.125
41 C 0.756 -1.351 -3.216  -0.199
42 N 2.168 -1.069 -0.786  -0.107
43 C 0.205 -2.218 -4.174  -0.291
44 H 0.773 -0.478 3.360  0.101
45 H 1.899 3.803 3.894  0.133
46 C 0.664 -1.068 2.455  -0.026
47 C -1.413 2.731 -1.193  -0.549
48 C -1.845 0.880 0.803  -0.019
49 N -0.678 1.700 4.798  0.216
50 H -1.962 0.115 1.525  0.080


[5]
A molecular structure, C16H31F3P2V, computed with ωB97M-V with the def2-TZVPD basis set.

E_LUMO (alpha / beta), eV: -0.740 / -0.817
Strongest force on any atom, eV Å⁻¹: 5.57
Multiplicity: 4
Kohn-Sham gap (alpha / beta), eV: 3.170 / 3.088

Each line ends with the Mulliken spin population.
Positions of all 53 atoms, in Å:
1 C 0.194 1.282 -1.169  -0.014
2 H 2.285 -2.365 1.574  0.000
3 H 1.684 -4.036 1.430  0.000
4 H 1.766 2.596 1.628  0.001
5 C 1.390 0.428 1.440  0.001
6 F -2.315 2.524 3.161  0.001
7 C 1.975 -1.146 -1.388  0.000
8 F -2.993 0.409 3.251  0.000
9 C 0.984 -2.297 -1.063  -0.002
10 H 1.049 -2.957 2.697  0.001
11 C -1.492 -0.163 0.535  0.125
12 H 3.509 0.914 -3.058  0.000
13 C 0.797 0.274 -3.740  0.000
14 H 1.429 -0.085 0.454  0.003
15 C -0.966 -3.892 0.336  0.000
16 F -4.471 2.068 3.607  0.004
17 H 2.820 2.423 -2.376  0.000
18 H -2.444 3.935 1.057  0.008
19 H -1.729 0.797 1.032  -0.088
20 C 0.426 -0.279 2.201  0.007
21 C -0.951 0.125 -0.889  -0.021
22 H -1.823 0.472 -1.461  0.009
23 H -2.406 -0.748 0.422  -0.058
24 C 1.396 -3.003 1.658  -0.001
25 H 0.094 -0.565 -3.795  0.000
26 H 0.305 1.208 -4.048  0.000
27 H 2.690 -0.946 -0.561  0.001
28 V -4.025 1.513 0.758  3.254
29 H -1.487 -3.871 -0.630  0.000
30 P 1.390 0.461 -2.064  0.000
31 H 1.667 0.085 -4.383  0.000
32 H -2.415 3.391 -0.655  0.004
33 C -0.545 -1.086 1.479  0.001
34 C 0.869 2.164 -0.221  0.001
35 H 2.408 0.420 1.843  -0.001
36 C 2.970 1.349 -2.203  0.000
37 H 3.580 1.220 -1.296  0.000
38 C -3.387 1.683 2.781  -0.091
39 C -3.037 3.407 0.272  -0.138
40 P 0.060 -2.427 0.538  -0.009
41 H -3.945 4.044 0.084  0.009
42 H 1.621 -3.200 -1.048  0.000
43 H 2.600 -1.487 -2.233  0.000
44 H -1.214 -1.553 2.226  -0.001
45 H -1.708 -3.972 1.138  0.000
46 H 1.267 3.078 -0.645  0.000
47 H -0.747 -0.799 -1.479  -0.004
48 H 0.309 -0.179 3.279  0.000
49 H -0.342 -4.797 0.363  0.000
50 H -0.342 1.958 -1.858  0.000
51 H 0.017 2.120 1.707  -0.004
52 C 0.980 1.947 1.191  0.002
53 H 0.253 -2.445 -1.881  -0.001


[6]
A molecular structure, C6H17NO3Rb, computed with ωB97M-V with the def2-TZVPD basis set.

E_LUMO, eV: -3.307
Strongest force on any atom, eV Å⁻¹: 1.85
Kohn-Sham gap, eV: 9.104
Total charge: +1

Each line ends with the Löwdin charge.
Positions of all 28 atoms, in Å:
1 H -15.364 -20.381 -5.900  0.133
2 O -14.333 -18.657 -6.045  -0.170
3 C -14.275 -20.111 -4.105  -0.185
4 H -13.035 -17.156 -6.566  0.092
5 C -8.745 -19.146 -2.988  -0.124
6 C -14.381 -20.006 -5.607  -0.210
7 N -12.925 -19.896 -3.571  -0.112
8 H -12.759 -18.662 -7.352  0.102
9 O -9.984 -19.233 -3.672  -0.334
10 H -11.785 -20.868 -5.026  0.119
11 H -12.288 -18.539 -5.633  0.028
12 H -9.853 -21.302 -3.492  0.130
13 H -13.681 -20.621 -6.183  0.124
14 C -11.898 -20.880 -3.941  -0.186
15 H -8.119 -18.389 -3.463  0.078
16 H -10.739 -20.485 -2.223  0.131
17 O -8.849 -15.985 -3.676  -0.147
18 H -14.764 -21.029 -3.752  0.128
19 H -7.923 -15.887 -3.417  0.067
20 H -12.958 -19.909 -2.555  0.109
21 Rb -11.473 -17.023 -3.419  1.061
22 C -10.567 -20.495 -3.310  -0.219
23 C -13.025 -18.230 -6.380  -0.119
24 H -12.131 -21.885 -3.577  0.135
25 H -8.189 -20.073 -3.151  0.100
26 H -14.813 -19.258 -3.679  0.127
27 H -9.220 -15.103 -3.563  0.036
28 H -8.723 -18.892 -1.922  0.105


[7]
3 unconnected molecules or ions with the total composition CH5O4, computed with ωB97M-V with the def2-TZVPD basis set.

E_LUMO, eV: 4.176
Strongest force on any atom, eV Å⁻¹: 1.29
Kohn-Sham gap, eV: 8.837
Total charge: -1

Each line ends with the Löwdin charge.
Positions of all 10 atoms, in Å:
1 O 1.036 -1.270 -0.701  -0.126
2 O 0.593 0.094 -2.428  -0.151
3 H 2.080 -1.190 -2.458  0.083
4 H -0.514 0.263 -0.063  -0.009
5 H -0.607 1.195 -1.166  0.003
6 H -1.087 0.958 2.782  0.027
7 O -1.067 0.186 3.360  -0.077
8 H -0.651 -0.484 2.801  0.036
9 C 1.240 -0.812 -1.838  -0.657
10 O -1.023 1.060 -0.289  -0.129


[8]
A single C4H7NO molecule, computed with ωB97M-V with the def2-TZVPD basis set.

E_LUMO, eV: -0.097
Strongest force on any atom, eV Å⁻¹: 2.85
Kohn-Sham gap, eV: 9.484

Each line ends with the Löwdin charge.
Positions of all 13 atoms, in Å:
1 H 0.540 1.820 0.749  0.087
2 N -0.223 0.564 -1.505  0.184
3 H -0.774 -0.443 1.501  0.134
4 O -2.173 -1.374 0.246  0.081
5 H 1.483 -1.521 -0.818  0.089
6 C -1.097 -0.904 0.488  -0.237
7 H 2.131 0.076 -0.393  0.089
8 C -0.029 -0.101 -0.303  -0.739
9 H 1.524 -1.005 0.888  0.085
10 H -1.271 1.594 0.511  0.094
11 C 1.368 -0.671 -0.142  -0.032
12 C -0.269 1.177 0.414  0.104
13 H -1.210 0.787 -1.634  0.061


- strongest force on any atom of number 6 (C6H17NO3Rb)?
  1.85 eV Å⁻¹